# 1
This record from OMol25 describes C2H3CaO as an isolated structure. The level of theory is ωB97M-V/def2-TZVPD.

The geometry in XYZ format:
```
7
Properties=species:S:1:pos:R:3:forces:R:3
H -0.80154 0.29938 -1.11241 -0.7 0.8 2.1
O 1.21620 -0.49525 -0.09458 1.7 0.8 0.4
C -0.04806 -0.74134 -0.23226 -1.0 -0.9 0.0
C -0.97071 0.28293 0.18693 0.8 -1.2 -1.6
H -1.99537 -0.08430 0.31690 0.4 0.4 -0.3
H -0.61887 1.05496 0.88570 -0.1 0.3 -0.6
Ca 3.21835 -0.31639 0.04972 -1.2 -0.2 -0.1
```
Positions in Å, forces in eV/Å.

Output
M (g/mol): 83.12
Energy above the lowest of the compared OMol25 structures with the same formula, charge and spin (kcal per mole): 10.4
Net charge: +1
Highest occupied orbital energy (eV): -10.56
LUMO level (eV): -6.054

Which charges does Mulliken predict for the atoms? In e, they are: 0.212, -0.530, -0.393, -0.381, 0.293, 0.241, 1.559


# 2
This record from OMol25 describes C2H3CdFO as an isolated structure. The level of theory is ωB97M-V/def2-TZVPD.

The geometry in XYZ format:
```
8
Properties=species:S:1:pos:R:3:forces:R:3
H -0.58336 1.37737 -0.63344 -2.1 -1.9 2.4
C 0.87493 -0.41733 -0.17317 0.2 -2.0 3.9
C 0.17887 0.33143 0.71887 3.9 0.6 -2.4
O -0.97813 0.71400 0.11128 -0.9 4.4 -1.9
H 1.90045 -0.75026 -0.04264 -0.1 -0.1 -0.4
F 0.06700 -1.36473 -0.77936 1.4 0.3 -1.4
H 0.67874 1.05323 1.36462 -0.3 -0.3 0.3
Cd -2.13850 -0.94371 -0.56617 -2.0 -1.1 -0.4
```
Positions in Å, forces in eV/Å.

Output
M (g/mol): 174.45
Energy above the lowest of the compared OMol25 structures with the same formula, charge and spin (kcal per mole): 47.4
<S²>: 0.75
Multiplicity: 2
Net charge: +1
Highest occupied orbital energy (alpha / beta) (eV): -13.17 / -15.26
LUMO level (alpha / beta) (eV): -5.059 / -6.643

Which charges does Mulliken predict for the atoms? In e, they are: 0.422, 0.042, -0.104, -0.544, 0.342, -0.216, 0.350, 0.708


# 3
This record from OMol25 describes one molecule with the formula C2H3Cl2N. The level of theory is ωB97M-V/def2-TZVPD.

The geometry in XYZ format:
```
8
Properties=species:S:1:pos:R:3:forces:R:3
C 0.04443 0.09920 0.36662 7.3 -1.1 1.6
C 1.72031 -0.14822 -0.38516 -1.4 1.4 3.4
N -0.97062 -0.00303 -0.33427 -3.5 1.1 -0.5
Cl 2.47684 1.46920 0.03723 0.1 -1.3 0.0
Cl 2.61934 -1.59203 0.07695 -0.5 0.9 0.0
H 0.38960 0.48719 1.34122 -0.7 0.2 -0.8
H 1.62667 -0.04937 -1.39616 -0.6 -0.4 -2.6
H -1.82477 0.16853 0.19948 -0.7 -0.9 -1.2
```
Positions in Å, forces in eV/Å.

Output
M (g/mol): 111.96
Energy above the lowest of the compared OMol25 structures with the same formula, charge and spin (kcal per mole): 39.0
<S²>: 2.01
Multiplicity: 3
Highest occupied orbital energy (alpha / beta) (eV): -5.60 / -11.00
LUMO level (alpha / beta) (eV): 0.793 / -3.369

Which charges does Mulliken predict for the atoms? In e, they are: -0.165, -0.068, -0.474, -0.139, -0.099, 0.368, 0.299, 0.277


# 4
This record from OMol25 describes one molecule with the formula C2H3Cl2N2P. The level of theory is ωB97M-V/def2-TZVPD.

The geometry in XYZ format:
```
10
Properties=species:S:1:pos:R:3:forces:R:3
C -0.58078 -0.87200 -0.61336 1.7 -0.8 0.1
C -1.03335 -0.13273 0.55946 2.5 2.6 -1.4
N 0.51024 -0.66740 -1.18802 -0.5 0.0 -0.9
N 0.66315 1.38837 0.49764 -2.8 -2.6 0.5
P 1.41455 0.82112 -0.89876 -1.3 0.0 -0.2
Cl -1.41640 -2.46524 -0.76274 0.2 1.0 -0.1
Cl 2.96906 -0.13620 -0.03770 0.8 -0.4 0.3
H -1.93896 0.40690 0.53494 -0.8 0.6 0.2
H -0.62097 -0.51742 1.42234 0.1 -0.9 2.0
H 0.03346 2.17458 0.48621 0.2 0.5 -0.6
```
Positions in Å, forces in eV/Å.

Output
M (g/mol): 156.94
Energy above the lowest of the compared OMol25 structures with the same formula, charge and spin (kcal per mole): 70.4
Highest occupied orbital energy (alpha / beta) (eV): -9.21 / -9.21
SMILES: [H]/N=P(/Cl)=N\C(=C)Cl
LUMO level (alpha / beta) (eV): -1.435 / -1.437

These are the Mulliken partial charges, in e, on atoms 1 to 8: 0.606, -0.571, -0.415, -0.529, 0.309, -0.162, -0.202, 0.371


# 5
This record from OMol25 describes a 2-piece molecular cluster, C2H3Cl2NO overall. The level of theory is ωB97M-V/def2-TZVPD.

The geometry in XYZ format:
```
9
Properties=species:S:1:pos:R:3:forces:R:3
C 0.03716 -0.53466 -0.38484 -0.4 -0.4 1.6
C 0.52286 0.17514 0.74565 -0.3 -0.3 -0.5
N 1.34050 1.12911 0.54581 0.4 0.4 -0.1
O 0.43703 -0.20760 -1.57755 0.5 0.5 -1.4
Cl -0.09346 -0.36302 2.29320 0.0 0.1 0.1
Cl -4.31322 -1.03549 -1.14939 0.0 0.0 0.0
H -0.66020 -1.35677 -0.30839 0.1 0.1 -0.1
H 1.04960 0.55654 -1.51644 -0.2 -0.2 0.3
H 1.67974 1.63676 1.35197 -0.1 -0.1 0.2
```
Positions in Å, forces in eV/Å.

Output
M (g/mol): 127.96
Energy above the lowest of the compared OMol25 structures with the same formula, charge and spin (kcal per mole): 80.8
Highest occupied orbital energy (alpha / beta) (eV): -10.71 / -7.97
LUMO level (alpha / beta) (eV): -0.470 / -4.145

These are the Mulliken partial charges, in e, on atoms 1 to 8: -0.506, 0.924, -0.725, -0.491, -0.200, -0.001, 0.387, 0.361


# 6
This record from OMol25 describes one molecule with the formula C2H3Cl2NO. The level of theory is ωB97M-V/def2-TZVPD.

The geometry in XYZ format:
```
9
Properties=species:S:1:pos:R:3:forces:R:3
C -0.11380 0.48252 0.16596 0.1 1.1 -1.5
C -0.95381 -0.31434 -0.95316 -0.8 -0.4 4.7
H 2.23959 -0.20710 1.81952 -3.5 3.8 0.1
H 0.04910 1.68940 0.13680 -0.7 -3.1 0.1
H -2.02891 -0.52591 -0.53004 2.1 0.5 -1.1
N 0.59652 -0.27485 0.91516 -0.8 2.8 -0.3
O 1.38663 0.55800 1.71570 4.4 -4.1 0.8
Cl -1.05985 0.49602 -2.44822 0.3 0.2 -0.8
Cl -0.11547 -1.90374 -0.82171 -1.0 -0.7 -2.0
```
Positions in Å, forces in eV/Å.

Output
M (g/mol): 127.96
Energy above the lowest of the compared OMol25 structures with the same formula, charge and spin (kcal per mole): 95.0
Highest occupied orbital energy (eV): -10.19
SMILES: O/N=C/C(Cl)Cl
LUMO level (eV): 0.565

These are the Mulliken partial charges, in e, on atoms 1 to 8: -0.157, 0.170, 0.386, 0.281, 0.266, -0.219, -0.433, -0.131